#P
Formula: C5H17N2O
Source: the OMol25 dataset
Level of theory: ωB97M-V with the def2-TZVPD basis set

ORCA input file:
```
! RIJCOSX wB97M-V def2-TZVPD def2/J DEFGRID3
* xyz 1 1
N 0.215 -2.851 -0.646
C 0.509 -1.554 -1.337
C -0.540 -0.448 -1.068
N 0.011 0.655 -0.349
C -0.545 1.975 -0.684
C -0.596 2.953 0.499
C -1.455 2.437 1.655
H 0.205 -3.638 -1.275
H 0.849 -2.994 0.150
H -0.735 -2.776 -0.277
H 1.502 -1.209 -1.070
H 0.478 -1.691 -2.417
H -1.082 -0.192 -1.981
H -1.445 -0.956 -0.632
H -0.076 0.556 0.639
H -1.450 1.929 -1.281
H 0.142 2.486 -1.380
H -1.088 3.828 0.079
H 0.419 3.103 0.863
H -2.495 2.403 1.393
H -1.427 3.102 2.521
H -1.123 1.512 2.061
H 2.319 -2.546 2.301
H 2.392 -1.408 1.332
O 2.043 -2.302 1.412
*
```

## Properties
frontier orbital gap = 9.31 eV

#Q
Formula: C5H17N2O
Source: the OMol25 dataset
Level of theory: ωB97M-V with the def2-TZVPD basis set

ORCA input file:
```
! RIJCOSX wB97M-V def2-TZVPD def2/J DEFGRID3
* xyz 1 1
C -2.268 0.212 1.086
C -1.625 -0.415 -0.168
C -0.315 -1.142 0.067
C 0.491 -1.355 -1.216
C 1.056 -0.110 -1.861
N 2.307 0.375 -1.160
N -1.286 0.844 2.027
H -2.907 1.022 0.744
H -2.861 -0.545 1.596
H -2.383 -1.062 -0.616
H -1.442 0.410 -0.862
H -0.412 -2.094 0.610
H 0.269 -0.624 0.822
H 1.287 -2.086 -1.054
H -0.195 -1.804 -1.929
H 1.341 -0.337 -2.879
H 0.418 0.752 -1.876
H 2.772 1.128 -1.664
H 2.078 0.682 -0.187
H 3.007 -0.366 -1.072
H -1.093 0.189 2.773
H -1.769 1.631 2.437
H 0.438 1.229 1.367
H 1.732 1.974 1.877
O 1.362 1.490 1.137
*
```

## Properties
frontier orbital gap = 10.53 eV

Last place for stability: #P

#P
Formula: C5H17N2O
Source: the OMol25 dataset
Level of theory: ωB97M-V with the def2-TZVPD basis set

ORCA input file:
```
! RIJCOSX wB97M-V def2-TZVPD def2/J DEFGRID3
* xyz 1 1
N 1.047 -1.055 -1.389
C -0.369 -0.660 -1.077
C -1.282 -1.848 -0.951
C -0.280 0.249 0.171
N 0.943 1.098 0.094
C 1.791 1.160 1.289
C 0.733 2.394 -0.528
H 1.515 -0.067 -0.976
H 1.271 -1.336 -2.331
H 1.360 -1.746 -0.718
H -0.655 -0.034 -1.919
H -2.327 -1.599 -0.699
H -0.919 -2.538 -0.187
H -1.357 -2.409 -1.895
H -0.221 -0.368 1.075
H -1.198 0.823 0.262
H 1.612 0.307 1.935
H 1.585 2.064 1.853
H 2.833 1.224 0.982
H 1.708 2.885 -0.683
H 0.267 2.256 -1.491
H 0.129 3.045 0.096
H -3.188 -0.648 2.334
H -2.565 -1.996 2.641
O -2.432 -1.201 2.113
*
```

## Properties
frontier orbital gap = 10.42 eV

#Q
Formula: C5H17N2O
Source: the OMol25 dataset
Level of theory: ωB97M-V with the def2-TZVPD basis set

ORCA input file:
```
! RIJCOSX wB97M-V def2-TZVPD def2/J DEFGRID3
* xyz 1 1
C 0.434 -0.484 1.824
N 1.496 -0.663 0.811
C 1.634 -2.119 0.364
C 2.309 -2.053 -0.980
C -0.846 0.039 1.045
N -0.533 0.860 -0.161
C -0.721 2.267 0.242
H 0.102 -1.267 2.524
H 0.745 0.297 2.545
H 2.328 -0.198 1.231
H 2.289 -2.665 1.013
H 0.607 -2.459 0.326
H 2.712 -2.968 -1.377
H 3.072 -1.333 -1.152
H 1.691 -1.814 -1.869
H -1.455 0.596 1.755
H -1.375 -0.926 0.815
H -1.182 0.466 -0.854
H 0.400 0.581 -0.501
H -0.321 2.530 1.221
H -1.755 2.610 0.389
H -0.183 2.876 -0.458
H -3.931 1.816 -2.881
H -3.041 1.968 -1.671
O -3.059 1.571 -2.547
*
```

## Properties
frontier orbital gap = 10.67 eV

#R
Formula: C5H17N2O
Source: the OMol25 dataset
Level of theory: ωB97M-V with the def2-TZVPD basis set

ORCA input file:
```
! RIJCOSX wB97M-V def2-TZVPD def2/J DEFGRID3
* xyz 1 1
C -1.351 1.027 -2.507
C -1.670 -0.385 -1.986
C -0.534 -1.065 -1.247
C -0.377 -0.871 0.264
C 0.906 -0.159 0.661
N 0.820 1.321 0.404
N -1.178 1.993 -1.423
H -1.966 1.312 -3.356
H -0.346 0.818 -2.905
H -2.017 -0.894 -2.881
H -2.549 -0.305 -1.334
H -0.911 -2.083 -1.286
H 0.375 -1.139 -1.846
H -0.348 -1.817 0.807
H -1.338 -0.495 0.638
H 1.294 -0.315 1.662
H 1.671 -0.625 0.040
H 1.607 1.852 0.023
H 0.508 1.841 1.221
H -1.897 1.791 -0.738
H -1.104 2.971 -1.654
H 0.114 1.477 -0.384
H 3.498 -2.355 4.952
H 2.243 -2.039 5.580
O 2.672 -1.917 4.721
*
```

## Properties
frontier orbital gap = 10.86 eV

Last place for stability: #Q

#P
Formula: C31H25BrMoN5O2S3
Source: the OMol25 dataset
Level of theory: ωB97M-V with the def2-TZVPD basis set

ORCA input file:
```
! RIJCOSX wB97M-V def2-TZVPD def2/J DEFGRID3
* xyz 3 3
Mo 0.350 -1.039 0.714
C 3.423 -1.075 1.769
O 2.271 -0.270 1.368
C 2.511 1.089 1.111
C 3.711 1.735 1.335
C 3.838 3.065 0.927
Br 5.457 3.951 1.224
C 2.796 3.725 0.286
C 1.583 3.075 0.089
C 1.450 1.771 0.541
O 0.261 1.051 0.331
C 0.483 3.638 -0.708
N 0.620 4.155 -1.871
C -0.684 4.373 -2.344
C -1.094 4.956 -3.539
C -2.456 5.094 -3.735
C -3.380 4.666 -2.774
C -2.979 4.074 -1.587
C -1.614 3.932 -1.406
N -0.863 3.381 -0.329
H 3.718 -0.794 2.777
H 4.231 -0.913 1.059
H 3.085 -2.106 1.734
H 4.547 1.243 1.810
H 2.920 4.737 -0.072
H -0.426 1.688 -0.057
H -0.372 5.305 -4.264
H -2.820 5.555 -4.642
H -4.435 4.811 -2.961
H -3.702 3.763 -0.844
H -1.129 3.665 0.610
C -2.610 -0.048 2.143
C -2.748 -0.962 0.971
N -1.731 -1.471 0.296
C -2.177 -2.319 -0.719
C -3.525 -2.414 -0.794
S -4.270 -1.470 0.416
C 0.259 -2.642 -1.490
C 1.129 -3.192 -2.567
S 1.709 -1.943 -3.575
C 1.136 -0.726 -2.479
N 0.459 -1.186 -1.472
C 1.459 0.698 -2.746
H -1.603 0.371 2.205
H -2.824 -0.577 3.073
H -3.309 0.785 2.070
H -4.114 -2.980 -1.498
H 1.265 -4.230 -2.827
H 2.275 0.788 -3.460
H 1.729 1.223 -1.833
H 0.581 1.189 -3.175
S -0.628 -5.285 -0.108
C -1.318 -4.543 -1.377
C -1.230 -3.052 -1.659
C 0.511 -2.870 -0.034
C 0.181 -3.982 0.688
C 0.148 -3.727 2.118
C 0.002 -4.623 3.168
C 0.016 -4.145 4.464
C 0.186 -2.781 4.701
C 0.325 -1.940 3.623
N 0.292 -2.394 2.353
H -1.826 -5.207 -2.068
H -1.551 -2.880 -2.687
H -0.100 -5.682 2.973
H -0.090 -4.831 5.294
H 0.219 -2.383 5.705
H 0.472 -0.871 3.758
*
```

## Properties
frontier orbital gap (spin up / spin down) = 5.30 / 5.14 eV

#Q
Formula: C31H25BrMoN5O2S3
Source: the OMol25 dataset
Level of theory: ωB97M-V with the def2-TZVPD basis set

ORCA input file:
```
! RIJCOSX wB97M-V def2-TZVPD def2/J DEFGRID3
* xyz 3 3
Mo 0.104 -0.853 1.024
C -2.466 -0.638 3.144
O -1.943 -0.465 1.802
C -2.832 0.030 0.838
C -4.194 0.169 1.029
C -4.955 0.785 0.040
Br -6.817 0.939 0.283
C -4.362 1.312 -1.098
C -2.999 1.151 -1.302
C -2.254 0.459 -0.349
O -0.872 0.265 -0.517
C -2.248 1.851 -2.356
N -2.241 3.125 -2.499
C -1.227 3.421 -3.404
C -0.815 4.649 -3.911
C 0.234 4.646 -4.812
C 0.865 3.459 -5.200
C 0.471 2.230 -4.695
C -0.577 2.241 -3.792
N -1.204 1.200 -3.072
H -3.190 -1.451 3.165
H -2.932 0.286 3.481
H -1.616 -0.879 3.775
H -4.679 -0.156 1.938
H -4.958 1.841 -1.829
H -0.610 0.722 -1.389
H -1.313 5.563 -3.617
H 0.570 5.581 -5.240
H 1.676 3.500 -5.914
H 0.953 1.314 -5.013
H -1.383 0.326 -3.552
C 0.460 -2.743 -1.711
C 1.716 -2.095 -1.227
N 1.799 -1.336 -0.145
C 3.102 -0.912 0.084
C 3.984 -1.353 -0.845
S 3.211 -2.323 -2.019
C 2.228 0.491 2.070
C 2.613 1.530 3.036
S 1.926 3.026 2.660
C 0.981 2.315 1.378
N 1.193 1.042 1.214
C 0.034 3.154 0.605
H -0.414 -2.369 -1.174
H 0.513 -3.824 -1.567
H 0.309 -2.573 -2.777
H 5.044 -1.150 -0.897
H 3.345 1.416 3.821
H -0.268 4.029 1.180
H -0.857 2.602 0.316
H 0.525 3.516 -0.304
S 3.855 -1.994 3.217
C 4.378 -0.781 2.218
C 3.527 -0.039 1.255
C 1.568 -0.803 2.409
C 2.151 -1.952 2.841
C 1.281 -3.091 2.640
C 1.411 -4.393 3.108
C 0.406 -5.304 2.845
C -0.712 -4.904 2.109
C -0.778 -3.611 1.654
N 0.203 -2.710 1.896
H 5.405 -0.469 2.391
H 4.075 0.820 0.867
H 2.283 -4.670 3.685
H 0.469 -6.316 3.223
H -1.519 -5.592 1.904
H -1.635 -3.262 1.084
*
```

## Properties
frontier orbital gap (spin up / spin down) = 5.13 / 4.85 eV

Last place for stability: #Q

#P
Formula: C10H10N
Source: the OMol25 dataset
Level of theory: ωB97M-V with the def2-TZVPD basis set

ORCA input file:
```
! RIJCOSX wB97M-V def2-TZVPD def2/J DEFGRID3
* xyz 1 1
C 0.939 2.054 0.063
C 0.488 1.135 0.981
C -1.784 -0.047 -0.345
C -2.130 -1.381 0.025
C 0.382 0.012 -1.310
C -0.465 1.785 -0.123
C -1.576 -0.283 1.092
C -0.174 -0.081 1.265
C 0.756 -0.299 0.161
C 2.114 -0.955 0.276
N -0.847 0.709 -1.043
H 1.796 2.254 -0.476
H -3.133 -1.518 0.139
H -1.467 -2.182 -0.193
H 0.914 0.812 -1.870
H 0.190 -0.915 -1.915
H -1.308 2.495 0.292
H -2.334 -0.146 1.951
H 2.373 -1.287 1.247
H 2.966 -0.343 0.194
H 2.300 -1.819 -0.410
*
```

## Properties
frontier orbital gap (spin up / spin down) = 6.68 / 6.86 eV

#Q
Formula: C10H10N
Source: the OMol25 dataset
Level of theory: ωB97M-V with the def2-TZVPD basis set

ORCA input file:
```
! RIJCOSX wB97M-V def2-TZVPD def2/J DEFGRID3
* xyz 1 1
C -3.936 -0.489 0.272
C 2.045 1.354 0.812
C 1.388 1.324 2.057
C 1.554 0.632 -0.269
C 0.223 0.690 2.193
C 0.353 0.047 -0.231
C -0.397 0.096 1.014
C -0.251 -0.584 -1.458
C 0.733 -1.423 -2.235
C -1.737 -0.244 1.056
N -2.904 -0.385 0.946
H -4.920 -0.272 0.862
H 3.145 1.763 0.699
H 1.801 1.884 2.859
H 2.133 0.566 -1.180
H -0.230 0.707 3.192
H -1.151 -1.306 -1.207
H -0.650 0.324 -1.945
H 0.299 -1.500 -3.276
H 1.651 -0.892 -2.390
H 0.852 -2.294 -1.770
*
```

## Properties
frontier orbital gap = 6.92 eV

#R
Formula: C10H10N
Source: the OMol25 dataset
Level of theory: ωB97M-V with the def2-TZVPD basis set

ORCA input file:
```
! RIJCOSX wB97M-V def2-TZVPD def2/J DEFGRID3
* xyz 1 1
C 1.486 3.003 -0.194
C 0.472 2.731 0.734
C 2.373 2.005 -0.555
C 0.258 1.495 1.232
C 1.985 0.662 -0.375
C 1.019 0.449 0.755
C 2.389 -0.528 -0.904
C 1.436 -1.989 0.625
C 1.130 -0.871 1.313
C 2.256 -1.844 -0.578
N -0.155 -2.299 -1.530
H 1.717 4.031 -0.477
H -0.340 3.424 1.007
H 3.151 2.149 -1.217
H -0.683 1.408 1.678
H 0.813 -1.055 2.356
H 0.580 -2.545 -0.615
H 2.602 -2.751 -1.116
H -0.601 -3.137 -1.888
H 0.280 -1.707 -2.298
H -0.813 -1.663 -1.062
*
```

## Properties
frontier orbital gap (spin up / spin down) = 7.76 / 7.47 eV

Last place for stability: #P

#P
Formula: C10H16OS
Source: the OMol25 dataset
Level of theory: ωB97M-V with the def2-TZVPD basis set

ORCA input file:
```
! RIJCOSX wB97M-V def2-TZVPD def2/J DEFGRID3
* xyz 0 1
C 2.226 -0.603 2.850
C 2.267 -1.047 1.489
C 1.152 0.165 3.000
C 1.209 -0.557 0.812
C 1.577 -1.549 -1.722
C 0.335 0.240 1.811
C 0.205 1.708 1.365
C -1.121 1.201 -2.854
C -3.077 0.758 -1.338
C -2.060 0.323 -2.335
O -0.458 -2.307 0.144
S 0.446 -0.876 -0.718
H 3.028 -0.807 3.546
H 2.961 -1.703 1.014
H 0.948 0.579 3.950
H 2.497 -1.905 -1.439
H 1.320 -1.558 -2.825
H -0.656 -0.103 1.941
H 0.979 2.331 1.803
H -0.747 2.154 1.717
H 0.176 1.841 0.277
H -0.006 -3.127 -0.010
H -0.300 0.822 -3.586
H -1.108 2.307 -2.912
H -2.671 0.488 -0.332
H -3.959 0.133 -1.708
H -3.347 1.789 -1.496
H -1.816 -0.697 -2.444
*
```

## Properties
frontier orbital gap (spin up / spin down) = 8.25 / 8.25 eV

#Q
Formula: C10H16OS
Source: the OMol25 dataset
Level of theory: ωB97M-V with the def2-TZVPD basis set

ORCA input file:
```
! RIJCOSX wB97M-V def2-TZVPD def2/J DEFGRID3
* xyz 0 1
C 2.081 -0.165 -1.703
C 2.699 0.571 -0.501
C 1.664 0.686 0.596
C 1.361 -0.413 1.367
C 0.297 -0.314 2.305
C -0.417 0.863 2.456
O -1.397 0.828 3.467
C 0.014 1.999 1.798
C 0.975 1.877 0.837
H 1.006 -0.182 -1.798
H 2.424 -1.215 -1.749
H 2.489 0.228 -2.636
H 3.514 -0.054 -0.142
H 2.927 1.582 -0.828
H 1.949 -1.314 1.266
H 0.251 -1.229 2.880
H -2.071 0.276 3.066
H -0.446 2.961 1.989
H 1.301 2.730 0.228
C -0.868 -1.772 -3.298
S -1.235 -1.283 -1.624
C -2.913 -0.567 -1.787
H -0.378 -0.962 -3.822
H -0.241 -2.651 -3.359
H -1.793 -2.092 -3.780
H -2.742 0.478 -1.970
H -3.604 -0.739 -0.966
H -3.490 -0.691 -2.689
*
```

## Properties
SMILES string = CCc1ccc(O)cc1.CSC
frontier orbital gap = 9.24 eV

#R
Formula: C10H16OS
Source: the OMol25 dataset
Level of theory: ωB97M-V with the def2-TZVPD basis set

ORCA input file:
```
! RIJCOSX wB97M-V def2-TZVPD def2/J DEFGRID3
* xyz 0 1
C -1.460 2.556 0.009
C -1.165 1.691 1.208
C 0.114 0.904 1.122
C 1.164 1.155 0.244
C 2.333 0.386 0.193
C 2.473 -0.719 1.009
O 3.479 -1.633 1.046
C 1.478 -0.906 1.990
C 0.352 -0.133 2.053
H -1.725 2.029 -0.901
H -0.575 3.180 -0.186
H -2.194 3.332 0.240
H -1.244 2.309 2.103
H -1.944 0.915 1.265
H 0.966 1.875 -0.535
H 3.034 0.622 -0.599
H 4.145 -1.420 0.367
H 1.682 -1.733 2.660
H -0.383 -0.366 2.816
C -2.136 -0.622 -1.760
S -1.173 -1.504 -3.021
C -0.175 -2.451 -1.912
H -1.482 -0.293 -0.954
H -2.702 0.218 -2.160
H -2.885 -1.320 -1.387
H 0.239 -1.891 -1.064
H 0.547 -2.993 -2.515
H -0.763 -3.185 -1.335
*
```

## Properties
SMILES string = CCc1ccc(O)cc1.CSC
frontier orbital gap = 9.09 eV

Last place for stability: #P

#P
Formula: C5H12BrN2
Source: the OMol25 dataset
Level of theory: ωB97M-V with the def2-TZVPD basis set

ORCA input file:
```
! RIJCOSX wB97M-V def2-TZVPD def2/J DEFGRID3
* xyz 1 1
C 0.616 -0.841 0.139
C -1.663 -0.337 -2.360
C -1.342 1.143 -0.407
C -0.801 2.528 -0.774
C -1.794 0.893 1.005
N -1.567 0.282 -1.286
N 1.348 -0.515 1.124
Br 1.153 -3.796 1.290
H -0.232 -1.541 0.274
H 0.797 -0.447 -0.838
H -2.612 -0.220 -2.925
H -1.018 -1.188 -2.585
H -1.693 2.980 -1.104
H -0.071 2.483 -1.545
H -0.237 2.938 0.108
H -2.271 1.847 1.341
H -1.084 0.698 1.765
H -2.445 0.022 1.185
H 1.429 -2.458 1.935
H 2.107 0.176 1.081
*
```

## Properties
frontier orbital gap = 8.05 eV

#Q
Formula: C5H12BrN2
Source: the OMol25 dataset
Level of theory: ωB97M-V with the def2-TZVPD basis set

ORCA input file:
```
! RIJCOSX wB97M-V def2-TZVPD def2/J DEFGRID3
* xyz 1 1
C -1.216 -0.951 -0.479
C -1.362 0.468 0.066
C 0.951 0.332 0.552
C 0.784 -2.511 0.039
C 0.181 2.531 0.038
N -0.154 -1.544 0.307
N -0.028 1.086 -0.272
Br 2.659 0.121 -0.058
H -2.093 -1.593 -0.203
H -1.125 -1.028 -1.542
H -2.156 1.028 -0.288
H -1.323 0.363 1.101
H 0.894 0.505 1.683
H 1.338 -2.734 0.913
H 0.062 -3.375 -0.178
H 1.343 -2.339 -0.806
H 0.013 2.738 1.078
H 1.240 2.719 -0.081
H -0.263 3.270 -0.634
H 0.253 0.913 -1.234
*
```

## Properties
frontier orbital gap (spin up / spin down) = 8.87 / 8.87 eV

Last place for stability: #Q

#P
Formula: C9H14O
Source: the OMol25 dataset
Level of theory: ωB97M-V with the def2-TZVPD basis set

ORCA input file:
```
! RIJCOSX wB97M-V def2-TZVPD def2/J DEFGRID3
* xyz -1 2
C -0.999 -1.067 -1.441
C -2.073 2.584 -1.764
C -1.278 3.248 -0.791
C -1.975 1.208 -2.030
C -1.060 0.417 -1.290
C -0.231 2.457 -0.347
C -0.100 1.103 -0.615
H -2.784 3.129 -2.156
H -1.379 4.274 -0.587
H -2.655 0.664 -2.616
H 0.625 2.876 0.166
H -0.498 -1.326 -0.515
H -0.381 -1.533 -2.308
H 0.738 0.533 -0.246
H -1.986 -1.433 -1.493
C 1.818 -1.612 2.576
C 1.943 -1.776 0.980
O 0.924 -2.574 3.167
H 2.835 -1.965 2.918
H 1.360 -0.639 2.880
H 0.974 -1.890 0.491
H 1.336 -3.277 3.619
H 2.689 -2.552 0.845
H 2.159 -0.850 0.557
*
```

## Properties
frontier orbital gap (spin up / spin down) = 2.12 / 7.91 eV

#Q
Formula: C9H14O
Source: the OMol25 dataset
Level of theory: ωB97M-V with the def2-TZVPD basis set

ORCA input file:
```
! RIJCOSX wB97M-V def2-TZVPD def2/J DEFGRID3
* xyz -1 2
C 0.662 2.179 2.005
C 1.727 -1.247 -0.367
C 1.302 -1.477 0.961
C 1.703 0.016 -0.958
C 1.135 -0.323 1.775
C 1.468 1.145 -0.115
C 1.043 0.915 1.233
O 1.899 -2.340 -1.198
H 1.123 -2.474 1.355
H 1.967 -3.181 -0.725
H 2.041 0.013 -2.006
H 0.790 -0.424 2.823
H 1.281 2.097 -0.606
H 0.993 2.115 3.043
H -0.445 2.144 2.029
H 1.048 3.010 1.427
C -2.256 0.439 -1.493
C -2.689 -1.002 -1.120
H -1.979 1.032 -0.622
H -1.411 0.451 -2.192
H -3.090 0.925 -2.023
H -2.189 -1.386 -0.229
H -2.344 -1.610 -1.957
H -3.780 -1.014 -1.039
*
```

## Properties
frontier orbital gap (spin up / spin down) = 3.12 / 6.97 eV

Last place for stability: #P